Record 1
Computed, not measured: the molecule C4H3NS2, with the ωB97M-V functional and the def2-TZVPD basis.

Structure (XYZ):
```
10
Properties=species:S:1:pos:R:3:forces:R:3
C 1.4225 1.0255 0.8011 1.473 -1.305 -1.559
N -0.0065 -0.5157 -2.3035 -4.916 -0.700 3.652
C -1.7453 -0.6581 -0.3149 -0.259 -0.038 -2.220
H 1.2110 -1.1650 0.4730 -0.504 2.139 -0.202
S -0.9284 -0.1277 1.0276 -0.186 0.493 2.555
H 2.4591 1.1291 0.4718 0.074 -0.736 0.481
C -0.9240 -0.6320 -1.5232 4.702 0.410 -3.414
S -3.3331 -0.9337 -0.2954 -0.509 -0.286 -0.154
C 0.7505 -0.1164 0.6227 1.545 -0.769 0.424
H 1.0941 1.9938 1.0408 -1.421 0.792 0.438
```
Forces are in eV/Å.

- E_tot (Eh) = -1005.259815
- max |F| (eV/A) = 6.2
- net charge = 0
- relative energy (zero: lowest compared OMol25 entry of this formula, charge and spin) (kJ/mol) = 120.7
- highest occupied orbital energy (eV) = -9.5
- HOMO-LUMO gap (eV) = 8.079

***

Record 2
Computed, not measured: a structure of composition C14H8BaF18NO12P2S2, with the ωB97M-V functional and the def2-TZVPD basis.

Structure (XYZ):
```
58
Properties=species:S:1:pos:R:3:forces:R:3
O 14.4469 -14.0070 -12.1371 0.162 -1.240 0.004
O 13.1542 -16.3355 -8.6837 0.822 -0.657 -0.818
F 19.3160 -16.8766 -5.1412 2.204 -0.346 -0.916
C 14.1305 -19.7516 -6.4754 -0.267 -0.833 0.431
C 16.1408 -15.8952 -12.7543 -1.045 -1.953 -0.079
O 14.6189 -16.0936 -6.2725 -0.976 -0.653 -1.391
O 15.0288 -18.5217 -8.2627 0.359 1.048 -0.964
O 13.3290 -20.9887 -4.6580 0.547 0.694 -0.750
C 14.3789 -22.2957 -6.5025 0.581 0.356 -0.338
F 17.1103 -15.3228 -12.0118 -0.680 -0.661 -0.857
H 15.3013 -22.9729 -8.3256 0.168 0.005 -0.129
C 15.2461 -20.8482 -8.4027 -0.128 -1.932 -0.461
P 19.4351 -17.8758 -9.7078 5.810 -0.415 0.467
F 17.4752 -16.8473 -6.3642 -2.112 -3.961 -1.977
C 13.9942 -20.9514 -5.8447 -1.254 -0.226 0.431
O 15.8397 -20.7376 -9.6023 -0.430 -0.849 0.914
H 15.5146 -14.7678 -4.2957 0.351 -0.695 -0.141
O 12.0670 -15.3297 -10.6106 2.508 -2.830 0.549
F 17.5419 -16.0625 -4.3644 -1.061 1.599 1.360
O 11.7792 -16.6168 -6.2598 -0.082 -0.155 1.038
H 10.6723 -15.9362 -4.0916 -0.015 -0.257 0.144
C 14.7866 -19.5955 -7.7722 -0.033 -0.828 2.076
F 20.7698 -16.9429 -9.4583 -0.080 -0.553 -0.079
H 15.9421 -19.8098 -9.8265 0.155 0.594 -0.046
S 14.4497 -15.4624 -12.0916 0.149 3.253 -4.718
F 18.9975 -15.5627 -7.1380 1.681 0.468 -0.718
C 14.5247 -15.1873 -4.1924 0.495 0.412 -2.055
F 19.2418 -14.5616 -5.0683 -0.841 -0.488 -0.421
O 14.2105 -23.4124 -6.0106 -0.131 2.110 -0.293
C 11.7486 -15.8507 -4.0669 0.990 0.716 -0.469
F 16.1467 -15.4850 -14.0172 0.849 -0.270 0.485
Ba 16.3527 -15.9526 -8.6558 0.580 -0.415 1.601
F 12.1759 -18.7194 -9.6189 0.896 0.081 -0.604
S 13.0982 -16.2976 -10.1394 -1.568 2.803 0.763
F 19.4246 -18.1151 -8.1075 -1.351 0.419 -0.358
H 13.6903 -18.8783 -6.0172 0.174 0.113 0.054
F 13.8542 -18.7268 -11.1263 -1.792 0.661 0.844
F 11.7616 -18.1468 -11.6602 1.513 0.116 1.083
F 19.5700 -17.4399 -11.2822 0.213 -2.584 -0.518
C 15.0064 -22.0686 -7.8141 0.331 0.455 -0.760
O 13.3842 -16.1222 -12.8487 1.917 -0.010 0.940
C 12.4601 -16.1563 -5.1884 -2.369 0.019 -0.489
C 13.8386 -14.8269 -3.1604 -1.466 1.008 4.746
F 16.2697 -17.3080 -12.7100 0.243 2.717 -0.154
P 18.3663 -15.7634 -5.7028 0.568 0.480 2.248
C 12.7131 -18.1150 -10.6900 -0.574 0.026 -1.134
C 12.3731 -15.1342 -2.9176 -1.467 -2.049 -0.712
H 13.6946 -14.1715 -1.4165 -0.326 0.153 0.493
C 13.8865 -15.8570 -5.3379 2.392 1.059 1.822
N 14.7199 -15.9901 -10.6805 -4.021 -1.987 2.847
O 11.7272 -14.9594 -1.8783 1.885 0.575 -1.279
O 14.4089 -14.2533 -2.0526 0.010 -0.120 -1.253
F 20.4274 -19.2370 -9.7515 -1.851 1.321 -1.304
H 13.1053 -21.8716 -4.3547 0.342 -0.550 -0.308
F 17.1666 -14.7846 -6.2222 -0.722 2.465 0.235
F 18.0501 -18.6502 -9.8641 -0.298 -0.707 -0.475
H 12.3080 -16.6519 -7.0604 0.657 0.053 -0.559
F 18.6265 -16.5160 -9.7123 -2.611 2.446 1.952
```
Forces are in eV/Å.

- E_tot (Eh) = -4798.661064
- max |F| (eV/A) = 5.8
- net charge = -1
- relative energy (zero: lowest compared OMol25 entry of this formula, charge and spin) (kJ/mol) = 0.0
- highest occupied orbital energy (eV) = -8.1
- HOMO-LUMO gap (eV) = 7.614

***

Record 3
Computed, not measured: a cluster of 2 separate species, C2H3I3O2 in total, with the ωB97M-V functional and the def2-TZVPD basis.

Structure (XYZ):
```
10
Properties=species:S:1:pos:R:3:forces:R:3
I -0.1331 -2.4873 0.8385 -0.155 0.274 -0.251
I -0.5086 1.2041 -2.5351 0.211 -0.324 0.367
C -0.7310 -1.0823 -0.6012 0.431 -0.336 0.128
H 1.9028 0.5608 -0.9942 -0.226 0.034 -0.067
H -1.7704 -1.0848 -0.8533 -0.183 0.016 -0.068
H -0.1510 0.9728 1.9582 0.066 -0.015 0.254
O -0.5075 1.2048 1.0960 -0.086 0.306 -0.029
I -1.2000 3.0488 1.2141 0.005 0.035 0.090
O 1.4585 -0.2822 -0.8482 0.349 0.004 0.082
C 0.1486 -0.2386 -1.1105 -0.411 0.006 -0.507
```
Forces are in eV/Å.

- E_tot (Eh) = -1121.495260
- max |F| (eV/A) = 0.7
- net charge = 0
- relative energy (zero: lowest compared OMol25 entry of this formula, charge and spin) (kJ/mol) = 142.6
- highest occupied orbital energy (eV) = -8.5
- HOMO-LUMO gap (eV) = 7.776

***

Record 4
Computed, not measured: a structure of composition C22H27AsN4O6RuS, with the ωB97M-V functional and the def2-TZVPD basis.

Structure (XYZ):
```
62
Properties=species:S:1:pos:R:3:forces:R:3
C 1.2426 -0.3878 2.5217 0.583 0.237 -0.562
H -0.5926 1.4139 -5.5867 0.027 -0.007 -0.079
C -1.1393 1.1656 3.7506 0.162 -0.220 0.039
C -3.4640 -0.3454 -2.2237 -0.079 0.557 0.267
H 1.6896 -2.0592 -4.7826 -0.025 0.026 -0.014
H -4.8922 2.6505 -1.3943 0.048 -0.107 -0.074
C -1.2440 3.5714 3.8322 -0.014 0.003 -0.001
H 3.1021 0.8687 -1.2496 0.045 -0.081 0.185
H -1.3068 4.5207 3.3137 0.034 -0.039 0.029
O -1.9446 -2.4391 -3.2769 0.449 0.240 0.741
C 1.5071 -0.6926 -3.1007 0.153 0.384 0.260
H -1.9942 -0.3207 2.4442 -0.119 -0.080 0.054
H -0.4022 2.0816 -3.1703 -0.031 0.021 0.055
C 4.2505 0.1802 0.6144 -0.916 0.914 -2.263
H -0.2559 -0.1371 -2.3210 -0.244 -0.244 -0.080
C 3.0996 0.4908 -0.2333 2.484 0.083 -0.219
H 2.4719 -0.2187 -3.3185 -0.043 -0.067 0.049
C -5.1128 0.3199 -3.8570 -0.003 -0.009 0.025
H 1.3816 0.0944 -5.7429 0.138 0.042 -0.045
C -1.1828 2.3134 5.8762 -0.023 -0.082 -0.038
H -1.0907 0.1780 5.6572 0.003 0.079 -0.039
O -0.7206 -1.4945 -0.9493 0.650 1.410 0.457
C -5.3842 1.4796 -3.1478 -0.073 0.016 -0.091
C -1.1295 1.1331 5.1406 -0.039 0.129 0.084
C -1.0836 -0.1482 2.9954 0.351 0.167 -0.048
H -0.9457 -0.9495 3.7205 0.011 -0.149 -0.064
C -3.7604 0.8372 -1.5170 0.042 -0.353 -0.464
H 1.3918 -0.6431 3.5645 -0.165 -0.008 0.066
H -1.2859 4.4553 5.7924 -0.005 -0.060 -0.047
Ru -0.0472 0.2817 0.0673 -0.478 -1.814 0.297
C 2.3159 -0.1833 1.6529 0.881 -0.542 1.342
N 0.0510 -0.1935 2.0291 -1.141 0.167 0.337
C -4.1602 -0.5917 -3.4044 -0.045 0.160 0.149
H -5.6497 0.1139 -4.7745 0.006 -0.013 0.030
H -3.9504 -1.4980 -3.9537 -0.005 -0.006 -0.050
H 1.6603 -1.4516 -2.3373 0.065 0.012 0.107
C -0.3753 0.6996 -4.7961 0.157 -0.155 -0.103
N 0.5553 -0.3602 -5.3608 -0.240 -0.044 0.297
H 0.0946 -0.8416 -6.1298 -0.058 -0.019 -0.094
H -1.1835 2.2742 6.9586 0.013 0.001 -0.042
C -1.2420 3.5344 5.2224 0.009 -0.008 -0.039
H -1.2005 2.4460 2.0267 -0.022 0.017 -0.280
C 0.2789 1.3440 -3.5888 0.138 -0.182 0.111
O -1.4849 1.7231 -0.8540 0.608 0.020 0.229
C 3.7438 -0.2444 1.7976 -1.852 -0.284 0.653
As -2.2064 -1.7865 -1.7842 -0.470 -0.306 -0.417
H -6.1269 2.1811 -3.5127 0.064 -0.082 0.040
N 0.5981 0.3374 -2.5741 0.129 0.183 -0.084
H 4.2817 -0.5704 2.6762 -0.093 0.065 -0.044
H -2.8537 -2.7557 0.1669 -0.053 0.007 -0.048
H -1.2863 0.1798 -4.5108 -0.126 -0.105 0.012
O -3.3566 2.2637 0.6529 0.037 -0.231 -0.231
H 5.2904 0.2955 0.3397 -0.203 -0.010 -0.046
O -2.3925 -0.0174 0.4739 0.455 0.318 -0.151
H 0.0514 -1.9401 -4.0569 -0.110 -0.060 -0.081
C 0.9610 -1.3940 -4.3214 -0.289 0.133 -0.122
C -1.1876 2.3944 3.1007 0.014 0.014 0.332
S -2.7410 1.2687 -0.1663 -0.470 0.288 -0.180
O -3.1382 -2.8556 -0.7529 0.443 0.252 -0.127
C -4.7008 1.7503 -1.9701 0.050 -0.162 0.159
N 1.9724 0.2681 0.4086 -0.806 -0.438 -0.205
H 1.1964 1.8622 -3.8866 -0.010 0.022 0.066
```
Forces are in eV/Å.

- E_tot (Eh) = -4253.566898
- max |F| (eV/A) = 2.6
- net charge = +1
- spin multiplicity = 2
- relative energy (zero: lowest compared OMol25 entry of this formula, charge and spin) (kJ/mol) = 170.1
- highest occupied orbital energy (spin up / spin down) (eV) = -10.8 / -10.8
- HOMO-LUMO gap (spin up / spin down) (eV) = 6.030 / 6.388

***

Question: Which of these has the lowest max |F|?
Answer: C2H3I3O2